9
Properties=species:S:1:pos:R:3:forces:R:3 method="wB97M-V/def2-TZVPD" e_tot_ev=-5581.082 e_homo_ev="-8.47 / -8.48" orbital_gap_ev="8.514 / 8.459" e_above_lowest_kj_mol=761.65
C 1.016 0.082 -0.211 3.488 2.596 0.360
N -2.898 -0.282 -0.217 1.644 0.195 -0.102
N -1.061 0.966 0.122 -0.138 -3.312 0.436
N -0.327 -0.063 0.182 -4.151 1.479 -1.181
H 1.439 1.160 -0.432 -1.876 -1.710 0.708
H 1.721 -0.270 0.508 0.262 -0.587 0.984
H 1.287 -0.413 -1.082 -0.201 -1.370 -1.816
H -3.577 0.250 0.316 -0.351 0.457 0.379
H -0.860 -1.059 0.163 1.322 2.251 0.232


53
Properties=species:S:1:pos:R:3:forces:R:3 method="wB97M-V/def2-TZVPD" e_tot_ev=-107533.471 e_homo_ev=-3.92 orbital_gap_ev=5.587 total_charge=-1
C -0.784 -0.770 1.369 0.139 -0.439 0.165
C -0.601 -2.065 2.110 -0.077 0.013 0.327
C -0.779 -2.112 3.493 0.145 -0.577 -0.393
C -0.624 -3.308 4.195 -0.077 0.490 0.056
C -0.267 -4.461 3.517 0.021 -0.031 -0.347
C -0.091 -4.424 2.137 -0.077 0.454 0.176
C -0.262 -3.238 1.407 -0.023 -0.164 -0.084
C -0.082 -3.222 -0.070 -0.069 -0.043 0.498
Ga 1.810 -2.641 -0.681 -0.050 -0.057 -0.004
N 2.944 -2.688 0.911 -0.110 0.078 -0.288
H -0.942 0.053 2.055 0.041 0.183 0.032
H 0.093 -0.596 0.746 0.021 0.223 -0.131
H -1.652 -0.822 0.713 -0.071 0.042 -0.142
H -1.047 -1.208 4.021 -0.041 0.132 0.064
H -0.789 -3.293 5.264 0.063 -0.195 0.099
H -0.129 -5.395 4.046 0.000 -0.048 0.085
H 0.188 -5.311 1.586 0.030 -0.150 0.045
H -0.807 -2.535 -0.501 -0.003 0.022 -0.268
H -0.272 -4.224 -0.454 0.018 -0.048 -0.148
H 1.711 -1.150 -1.318 0.045 0.012 0.012
H 2.319 -3.702 -1.795 0.027 -0.033 0.052
H 2.379 -2.385 1.700 0.026 -0.037 0.090
H 3.645 -1.961 0.799 0.070 -0.026 0.098
C -3.956 3.065 -0.559 -0.113 -0.112 -0.077
S -2.364 2.310 -0.198 -0.053 -0.043 0.040
O -2.347 2.065 1.268 -0.062 0.143 0.097
C -1.383 3.787 -0.480 0.134 0.061 -0.053
H -4.721 2.306 -0.401 0.075 -0.065 0.007
H -4.123 3.907 0.106 0.062 0.038 0.019
H -3.976 3.398 -1.596 0.006 0.040 0.000
H -1.722 4.582 0.181 -0.068 -0.025 0.001
H -1.479 4.095 -1.521 -0.016 0.013 -0.001
H -0.346 3.534 -0.264 -0.022 -0.075 0.001
C 4.410 -5.952 -3.072 -0.012 -0.165 -0.064
S 5.075 -4.320 -2.733 -0.085 0.306 0.140
O 4.742 -3.467 -3.901 0.116 -0.059 -0.177
C 6.810 -4.769 -2.945 0.070 -0.205 -0.033
H 3.326 -5.867 -3.037 0.002 0.092 0.058
H 4.732 -6.282 -4.061 0.019 0.061 0.002
H 4.749 -6.647 -2.304 -0.018 0.022 0.027
H 6.972 -5.169 -3.947 -0.049 0.025 -0.001
H 7.089 -5.506 -2.190 0.012 0.013 0.020
H 7.402 -3.867 -2.809 -0.052 0.035 0.014
C -2.764 7.680 1.013 0.081 0.046 0.039
S -4.156 7.229 -0.030 -0.032 0.007 0.044
O -3.679 6.159 -0.945 0.027 0.118 -0.047
C -4.184 8.755 -0.980 0.032 0.101 -0.042
H -2.548 6.835 1.664 -0.041 -0.024 -0.017
H -1.896 7.898 0.390 -0.028 -0.027 -0.037
H -3.031 8.547 1.617 -0.018 -0.011 0.009
H -3.220 8.900 -1.467 0.009 -0.051 0.013
H -4.409 9.591 -0.318 -0.015 -0.013 0.010
H -4.966 8.663 -1.732 -0.012 -0.046 0.016


21
Properties=species:S:1:pos:R:3:forces:R:3 method="wB97M-V/def2-TZVPD" e_tot_ev=-34077.706 e_homo_ev=-9.13 orbital_gap_ev=7.016
N -0.074 2.161 4.559 -0.798 -0.286 -2.517
P -0.770 1.482 3.105 1.822 1.067 -0.060
O 0.343 1.326 1.909 -2.480 0.034 2.748
B 0.208 0.067 1.185 0.762 -2.987 -2.382
O 1.221 -0.903 1.331 -1.495 2.414 -0.028
O -0.864 -0.195 0.327 1.491 1.533 1.872
H 0.565 2.893 4.223 0.147 -0.237 0.330
H -0.835 2.673 5.026 0.250 -0.321 0.095
H -1.765 2.418 2.671 0.340 -0.860 -0.019
H -1.351 0.239 3.512 0.291 0.646 -0.500
H 2.055 -0.403 1.293 0.126 -0.592 0.260
H -1.062 0.636 -0.154 -0.342 -0.589 -0.341
B 0.030 -2.372 -3.820 -0.379 -2.117 -1.305
O -0.899 -1.247 -3.571 0.546 0.714 0.565
C -0.247 -0.345 -2.868 -2.388 0.430 -0.675
O -0.723 0.706 -2.494 0.171 0.098 0.436
C 1.135 -0.814 -2.612 2.302 -1.096 0.251
O 1.984 -0.215 -1.993 -0.335 0.201 0.205
O 1.304 -2.000 -3.167 -0.224 0.913 0.394
F 0.225 -2.544 -5.210 -0.114 0.211 0.927
F -0.482 -3.562 -3.249 0.308 0.823 -0.258


14
Properties=species:S:1:pos:R:3:forces:R:3 method="wB97M-V/def2-TZVPD" e_tot_ev=-6347.014 e_homo_ev=-10.09 orbital_gap_ev=9.956 e_above_lowest_kj_mol=363.78
C -1.562 -1.418 -0.473 -0.281 0.525 -0.993
C -1.965 -1.131 -1.681 0.239 -0.319 0.916
C -1.057 -0.211 0.314 -0.011 0.146 0.152
C 0.451 -0.154 0.407 -0.005 -0.112 0.014
C 1.119 1.173 0.637 0.041 0.136 0.153
C 1.244 0.486 -0.694 0.072 -0.017 -0.164
H -1.581 -2.398 -0.030 0.053 -0.314 0.019
H -1.431 0.698 -0.164 0.089 0.044 0.041
H -1.513 -0.247 1.313 0.084 0.018 -0.210
H 0.910 -1.018 0.884 -0.068 0.150 -0.052
H 1.985 1.204 1.290 -0.108 -0.007 -0.116
H 0.490 2.058 0.692 0.054 -0.180 -0.010
H 0.706 0.906 -1.541 0.007 -0.105 0.190
H 2.205 0.053 -0.956 -0.166 0.034 0.062